C25H27BrN5O2PtS | the ωB97M-V functional and the def2-TZVPD basis

electronic energy: -122024.666 eV
ΔE to the lowest compared entry with this formula, charge and spin: 250.4 kJ/mol
LUMO level (alpha / beta): -6.91 / -6.91 eV
M: 736.573 Da
maximum force: 2.46 eV/Å

Geometry as ORCA input:
```
! wB97M-V def2-TZVPD RIJCOSX def2/J DEFGRID3
* xyz 1 1
Pt 0.05184 0.36090 -1.68838
Br -4.64944 1.52222 -0.71827
S -1.95228 0.05530 1.03900
O 1.33182 -0.26358 -3.14363
O 1.38192 -1.59966 -4.94584
N 0.53005 2.63648 0.71396
N -1.25253 -0.13907 -3.11890
N 1.63689 1.05000 -0.54177
N -1.41395 0.78251 -0.32046
N 2.73899 2.18157 1.21530
C -2.50861 0.18695 -3.20824
C 1.01449 -0.45413 3.71592
C 4.08295 1.38254 -0.61913
C -3.73763 -3.11722 -0.76129
C 0.25581 3.39115 1.92650
C 0.38690 -1.43532 1.18119
C -3.37674 -0.17830 -4.20705
C 1.64963 1.93095 0.45186
C 4.06287 1.68660 0.86050
C -2.64168 -1.59865 0.72414
C 2.67236 3.14055 2.31109
C -1.50847 -1.35743 -5.14275
C 1.86339 -1.34546 3.07859
C 1.30994 3.08718 2.97349
C -0.14696 -0.03633 3.08136
C 1.54475 -1.84492 1.82114
C -3.64892 -4.11314 0.19897
C 0.80571 -0.96367 -4.09931
C -2.85533 -1.01417 -5.18909
C -0.43949 -0.51814 1.81510
C -3.24422 -1.85078 -0.48842
C -2.60885 -2.56571 1.71875
C -0.71412 -0.86578 -4.13139
C -3.10820 -3.82945 1.44560
C 2.92677 0.44707 -0.91215
H -2.17796 1.33188 -0.69637
H -3.34080 -1.05757 -1.20571
H 3.06389 -0.49223 -0.36384
H -4.19985 -3.31396 -1.72004
H 2.91289 0.20932 -1.96762
H -3.48954 -1.37641 -5.98703
H 1.15231 2.09025 3.38504
H -0.25003 2.41122 0.12328
H -0.83490 0.64458 3.56807
H 3.45045 2.87824 3.02781
H -4.40553 0.15149 -4.22198
H -3.07552 -4.59249 2.21103
H 2.76698 -1.67516 3.57427
H 4.29838 0.78863 1.44164
H 1.25102 3.80637 3.78904
H 1.24137 -0.10153 4.71313
H 3.95468 2.30561 -1.18894
H 0.25218 4.45998 1.69549
H 4.79652 2.45447 1.11071
H 0.11044 -1.86798 0.22836
H 2.87656 4.15325 1.94406
H -2.19922 -2.33226 2.69363
H -0.74099 3.13053 2.29186
H 5.02360 0.92168 -0.91606
H -4.00512 -5.10974 -0.02333
H -1.05519 -1.98876 -5.89407
H 2.18370 -2.58047 1.35125
*
```